# 1
90
Properties=species:S:1:pos:R:3:forces:R:3 method="wB97M-V/def2-TZVPD" molar_mass_g_mol=663.67 multiplicity=5 s2=6.013 fmax_ev_per_a=1.51 charge=+1 homo_lumo_gap_ev="7.33 / 7.78"
Fe -0.591 0.265 0.418 -1.280 0.373 0.710
C -1.413 0.231 2.707 0.348 0.155 -0.204
C -2.042 -0.866 2.060 0.272 -0.150 -0.358
C -2.966 -0.307 1.097 0.329 -0.039 -0.370
C -2.800 1.105 1.157 0.172 0.003 -0.044
C -1.878 1.446 2.167 0.435 0.078 -0.354
C -1.403 2.837 2.544 0.131 -0.062 -0.156
C -2.391 3.901 2.062 0.018 -0.111 0.033
C -1.237 2.946 4.062 -0.048 -0.011 -0.088
C -0.040 3.064 1.857 -0.151 0.120 0.202
C -4.004 -0.881 0.114 0.113 -0.090 -0.177
C -3.369 -0.995 -1.281 -0.249 -0.070 0.094
C -4.596 -2.238 0.498 0.033 0.114 0.031
C -5.197 0.088 0.006 0.053 -0.037 0.054
C -1.633 -2.303 2.398 0.088 -0.012 -0.082
C -1.142 -3.003 1.118 -0.162 -0.016 0.137
C -2.744 -3.094 3.101 0.006 0.004 -0.066
C -0.431 -2.311 3.358 -0.090 0.025 -0.069
H -0.741 0.156 3.546 0.119 -0.048 -0.077
H -3.383 1.821 0.601 0.028 -0.010 -0.083
H -3.390 3.702 2.453 -0.026 0.026 -0.020
H -2.443 3.927 0.972 -0.034 0.019 -0.006
H -2.081 4.887 2.410 0.020 0.013 -0.028
H -2.185 2.743 4.561 0.004 0.012 0.041
H -0.911 3.950 4.339 0.018 0.008 0.001
H -0.497 2.235 4.434 0.009 -0.001 0.024
H -0.123 2.859 0.781 0.048 0.108 0.001
H 0.713 2.400 2.284 0.031 -0.012 -0.049
H 0.294 4.097 1.982 0.027 -0.001 -0.028
H -2.491 -1.645 -1.265 0.002 -0.024 -0.056
H -3.061 -0.012 -1.635 0.011 -0.013 -0.045
H -4.087 -1.407 -1.994 0.012 0.004 -0.013
H -3.859 -3.037 0.508 -0.030 -0.015 0.038
H -5.355 -2.512 -0.236 -0.001 0.015 -0.022
H -5.084 -2.180 1.471 -0.002 -0.069 0.008
H -4.940 1.002 -0.528 0.009 0.035 0.031
H -5.571 0.353 0.995 -0.032 0.018 -0.006
H -6.006 -0.390 -0.547 0.006 -0.006 -0.028
H -1.903 -3.047 0.342 0.021 0.015 -0.045
H -0.816 -4.022 1.338 0.033 -0.005 -0.040
H -0.272 -2.445 0.739 0.044 -0.076 -0.024
H -3.642 -3.191 2.505 0.018 -0.027 0.044
H -3.013 -2.595 4.033 0.002 -0.009 0.023
H -2.388 -4.098 3.342 0.011 -0.001 0.035
H 0.414 -1.757 2.944 0.037 -0.008 0.053
H -0.115 -3.342 3.524 0.000 -0.007 -0.007
H -0.692 -1.890 4.329 0.025 0.027 0.011
C 0.500 -4.784 -2.382 0.113 0.045 -0.078
C 1.720 -3.974 -2.807 -0.118 0.049 0.166
C 1.965 -2.780 -1.884 0.165 -0.237 -0.184
N 0.888 -1.802 -1.922 0.115 0.241 0.045
C 0.884 -0.595 -2.489 0.074 -0.443 -0.078
S -0.370 0.480 -2.149 -0.082 0.409 0.718
N 1.879 -0.384 -3.400 -0.061 -0.116 0.184
C 2.320 0.731 -4.168 0.010 -0.049 -0.047
O 2.988 0.459 -5.132 -0.066 0.032 -0.019
C 2.023 2.123 -3.758 -0.032 0.156 0.117
C 2.142 2.567 -2.443 -0.242 -0.101 -0.014
C 1.903 3.894 -2.137 0.040 0.008 0.014
C 1.540 4.784 -3.140 -0.012 0.035 0.019
C 1.437 4.350 -4.453 0.008 0.013 0.011
C 1.697 3.026 -4.765 -0.022 -0.139 -0.030
H 0.389 -5.666 -3.010 -0.057 0.001 0.005
H -0.415 -4.196 -2.467 -0.032 -0.031 0.017
H 0.604 -5.121 -1.348 -0.038 -0.009 0.014
H 1.596 -3.622 -3.835 0.058 -0.029 -0.032
H 2.611 -4.604 -2.779 0.013 0.024 -0.051
H 2.906 -2.289 -2.140 -0.030 0.051 0.107
H 2.044 -3.124 -0.850 0.030 0.057 0.002
H 0.097 -1.980 -1.325 -0.131 -0.035 0.014
H 2.287 -1.230 -3.778 0.090 0.074 -0.070
H 2.418 1.877 -1.655 -0.470 0.085 -0.121
H 1.991 4.233 -1.113 -0.005 0.027 0.005
H 1.341 5.819 -2.894 -0.002 0.004 -0.009
H 1.157 5.042 -5.235 0.013 0.006 0.002
H 1.635 2.674 -5.786 -0.001 0.020 -0.005
C 4.531 0.744 -1.234 0.152 0.015 0.139
As 3.930 0.437 0.586 0.486 0.179 -0.114
C 5.032 -1.013 1.237 -0.080 0.070 0.006
C 4.483 2.024 1.540 -0.036 -0.091 -0.021
S 1.916 -0.060 0.932 -0.328 -0.330 0.167
H 5.620 0.724 -1.233 0.018 -0.047 0.069
H 4.193 1.718 -1.582 0.283 -0.165 0.118
H 4.159 -0.026 -1.906 -0.052 -0.051 0.059
H 6.083 -0.730 1.195 -0.016 0.059 -0.038
H 4.866 -1.896 0.622 -0.051 0.041 -0.027
H 4.754 -1.240 2.264 -0.055 0.048 -0.011
H 5.561 2.142 1.437 0.000 -0.017 -0.025
H 4.222 1.930 2.592 -0.035 -0.061 -0.020
H 3.980 2.894 1.122 -0.043 -0.042 -0.033

# 2
94
Properties=species:S:1:pos:R:3:forces:R:3 method="wB97M-V/def2-TZVPD" molar_mass_g_mol=838.65 multiplicity=1 fmax_ev_per_a=0.73 charge=+2 homo_lumo_gap_ev=7.96
Bi -0.199 0.656 1.186 -0.082 0.146 0.128
C 0.796 0.216 4.950 -0.238 -0.552 0.241
C -0.084 -0.995 4.602 -0.052 -0.081 0.228
O -0.213 -1.913 5.696 0.227 0.373 -0.416
P -1.800 -0.520 4.165 0.550 0.362 -0.317
O -2.414 0.487 5.189 -0.143 -0.177 0.262
O -2.695 -1.785 4.185 0.045 -0.320 0.057
O -1.709 0.184 2.827 -0.250 -0.143 0.472
P 0.452 -1.961 3.121 -0.079 -0.053 0.176
O 1.836 -2.589 3.552 0.031 -0.412 0.000
O -0.639 -2.914 2.813 0.177 -0.118 -0.078
O 0.853 -0.973 1.980 -0.029 -0.046 0.071
H 0.469 0.598 5.921 0.040 0.141 -0.174
H 0.728 0.998 4.198 0.053 0.139 -0.004
H 1.835 -0.110 5.044 -0.065 0.091 -0.086
H 0.675 -2.105 6.033 -0.128 -0.020 0.042
H -2.838 0.093 5.970 0.072 0.105 -0.091
H -2.183 -2.558 3.830 -0.139 0.108 -0.024
H 1.858 -3.563 3.568 -0.053 0.345 0.023
C 5.931 1.477 -1.745 -0.015 0.179 0.074
C 5.478 0.791 -0.437 0.214 -0.154 -0.223
C 6.169 -0.570 -0.301 -0.302 0.220 0.162
C 3.970 0.728 -0.441 0.054 0.218 0.083
C 3.238 1.923 -0.371 0.079 -0.045 -0.074
C 1.891 2.005 -0.665 0.107 0.084 0.056
C 1.331 3.440 -0.618 0.103 -0.028 -0.120
C 1.306 3.967 0.829 0.011 -0.092 -0.226
C -0.012 3.702 -1.294 0.411 0.156 -0.259
C 1.185 0.780 -0.987 0.161 -0.118 -0.032
C 1.921 -0.458 -0.922 -0.130 0.338 -0.191
C 3.276 -0.455 -0.620 -0.132 -0.157 -0.097
C 1.264 -1.733 -1.390 0.330 -0.088 -0.165
C 1.706 -2.961 -0.599 0.041 0.058 0.081
C 1.544 -1.942 -2.892 0.165 0.216 0.124
C 0.066 0.809 -2.022 -0.155 0.091 -0.080
C 0.537 1.301 -3.249 -0.214 -0.300 0.182
C -0.236 1.276 -4.393 0.049 0.143 0.032
C -1.510 0.740 -4.331 0.134 -0.049 -0.106
C -2.008 0.268 -3.134 -0.057 0.012 -0.241
C -1.267 0.319 -1.953 0.323 0.142 -0.077
P -2.147 -0.243 -0.455 0.602 -0.009 0.118
C -2.796 -2.011 -0.648 -0.484 -0.126 -0.243
C -4.107 -2.019 -1.479 0.385 -0.213 0.177
C -3.080 -2.641 0.727 0.318 0.132 -0.224
C -1.807 -2.910 -1.397 0.027 0.104 0.104
C -3.528 0.967 -0.046 -0.285 0.319 0.185
C -4.500 0.367 0.985 -0.022 0.120 -0.183
C -4.298 1.386 -1.306 0.074 0.162 0.154
C -2.973 2.266 0.586 0.113 -0.240 -0.409
H 7.020 1.546 -1.788 -0.077 -0.005 0.120
H 5.528 2.491 -1.828 0.062 -0.142 -0.042
H 5.614 0.905 -2.620 -0.087 -0.029 0.039
H 5.785 1.434 0.394 -0.031 -0.033 0.030
H 6.001 -1.192 -1.184 0.058 0.049 0.026
H 5.807 -1.109 0.576 0.069 -0.044 0.007
H 7.239 -0.419 -0.188 0.060 -0.048 -0.037
H 3.796 2.838 -0.173 -0.177 -0.090 -0.017
H 2.074 4.047 -1.146 -0.024 -0.087 0.035
H 0.481 3.527 1.390 -0.027 0.009 0.162
H 1.145 5.041 0.817 -0.083 0.131 0.006
H 2.242 3.785 1.352 0.003 -0.110 0.071
H -0.749 2.967 -0.997 -0.172 0.035 -0.056
H 0.076 3.680 -2.383 -0.113 -0.098 0.171
H -0.359 4.699 -1.027 -0.093 -0.011 0.115
H 3.832 -1.384 -0.646 -0.159 0.043 0.019
H 0.195 -1.592 -1.267 -0.014 -0.129 0.004
H 2.765 -3.172 -0.753 -0.042 -0.028 -0.007
H 1.159 -3.843 -0.929 -0.028 -0.009 -0.018
H 1.537 -2.819 0.468 0.035 -0.084 -0.026
H 2.621 -2.013 -3.077 -0.098 -0.018 0.086
H 1.162 -1.118 -3.498 -0.008 -0.153 0.023
H 1.093 -2.870 -3.231 -0.119 -0.132 -0.054
H 1.563 1.643 -3.304 0.013 0.072 0.020
H 0.162 1.654 -5.328 -0.047 -0.062 0.076
H -2.095 0.672 -5.228 -0.288 -0.018 -0.215
H -2.999 -0.158 -3.127 -0.025 0.092 0.006
H -4.893 -1.412 -1.066 -0.234 0.272 0.050
H -4.473 -3.044 -1.455 0.012 -0.134 0.016
H -3.948 -1.781 -2.524 0.007 0.119 -0.127
H -3.834 -2.120 1.302 -0.073 0.089 0.072
H -2.166 -2.741 1.306 0.027 0.072 0.084
H -3.443 -3.648 0.535 -0.101 -0.141 -0.009
H -1.480 -2.478 -2.346 0.060 -0.004 0.062
H -2.343 -3.830 -1.637 0.057 -0.022 0.064
H -0.949 -3.173 -0.776 -0.088 0.003 -0.095
H -5.066 -0.470 0.591 0.010 -0.080 0.099
H -5.229 1.145 1.227 0.063 -0.008 0.014
H -3.993 0.087 1.904 -0.006 -0.092 0.060
H -4.748 0.561 -1.844 -0.106 -0.105 -0.032
H -3.664 1.943 -1.986 0.124 0.077 -0.169
H -5.093 2.068 -0.996 -0.064 -0.096 0.030
H -2.508 2.113 1.561 -0.038 -0.035 0.056
H -3.828 2.919 0.752 -0.024 0.077 0.065
H -2.306 2.803 -0.089 -0.054 -0.056 0.123